(1)
Density functional theory data (wB97M-V/def2-TZVPD) for C6H12AlF4N2O14S4 as an isolated structure.

LUMO level   -4.70 eV
Kohn-Sham gap   6.99 eV
ΔE to the lowest compared entry with this formula, charge and spin   359.71 kcal/mol
HOMO level   -11.7 eV

Geometry as ORCA input:
```
! RIJCOSX wB97M-V def2-TZVPD def2/J DEFGRID3
* xyz 1 1
Al -14.1696 -20.4371 -8.8242
N -15.2931 -19.8024 -7.5668
S -16.3762 -18.8365 -7.2334
O -15.8788 -17.4619 -7.1000
O -17.5501 -19.2004 -6.4454
F -17.0370 -18.6387 -8.6838
S -14.7457 -19.9282 -5.9744
O -15.3391 -21.0774 -5.3358
O -14.2839 -18.7562 -5.2214
F -13.3793 -20.5872 -6.5404
N -14.5472 -20.2208 -10.4805
S -13.5241 -20.6955 -11.7757
O -12.5451 -19.7131 -12.1542
O -13.9403 -21.6713 -12.7897
F -12.6793 -21.5694 -10.7062
S -15.6397 -19.9296 -11.5010
O -16.4989 -21.0264 -11.9795
O -15.4175 -18.8351 -12.4695
F -16.5347 -19.1531 -10.3941
C -10.2603 -21.4222 -9.2894
O -10.6089 -20.2842 -10.0875
C -11.8122 -19.6636 -10.0985
O -12.7918 -20.0608 -9.4578
O -11.9019 -18.6376 -10.8962
C -10.8592 -18.0544 -11.7095
H -9.2538 -21.7120 -9.5913
H -10.9912 -22.1904 -9.5419
H -10.3519 -21.1149 -8.2477
H -10.2734 -17.4588 -11.0094
H -11.1035 -17.3610 -12.5142
H -10.2501 -18.8580 -12.1233
C -18.1907 -19.7543 -9.6592
O -17.8143 -21.1252 -9.5989
C -16.6245 -21.5584 -9.2978
O -15.6395 -20.7770 -9.0811
O -16.5612 -22.9106 -9.2753
C -17.5760 -23.7844 -9.7447
H -17.3739 -19.0418 -9.7750
H -18.7213 -19.4007 -8.7751
H -18.9224 -19.6511 -10.4605
H -17.1223 -24.7653 -9.8862
H -18.0605 -23.3941 -10.6397
H -18.2991 -23.9339 -8.9429
*
```

(2)
Density functional theory data (wB97M-V/def2-TZVPD) for the molecule C4H7NOS2.

LUMO level   0.56 eV
SMILES string   CON1C[C@H](S)C1=S
Kohn-Sham gap   9.12 eV
ΔE to the lowest compared entry with this formula, charge and spin   79.03 kcal/mol
HOMO level   -8.6 eV

Geometry as ORCA input:
```
! RIJCOSX wB97M-V def2-TZVPD def2/J DEFGRID3
* xyz 0 1
C -2.8645 -0.1954 0.8742
C -0.0028 -1.7206 -0.2569
C 1.1049 -0.6375 -0.5423
C -0.0102 0.3965 -0.3802
H -2.6280 -0.8905 1.6638
H -3.9197 -0.0730 0.6736
H -2.4981 0.7290 1.2989
H -0.1450 -2.6044 -0.9688
H -0.0718 -2.1338 0.7947
H 1.4564 -0.6482 -1.5972
H 1.8516 0.2106 1.4279
N -0.9142 -0.5939 -0.4422
O -2.2319 -0.5920 -0.3775
S 2.5639 -0.3395 0.4595
S -0.0111 2.0423 -0.1686
*
```

(3)
Density functional theory data (wB97M-V/def2-TZVPD) for the molecule C22H27N3O3S.

LUMO level   0.59 eV
SMILES string   [H]/N=c1/c2cc(OC)c(OC)cc2nc(SCCc2ccccc2)n1CCCOC
Kohn-Sham gap   8.09 eV
ΔE to the lowest compared entry with this formula, charge and spin   79.37 kcal/mol
HOMO level   -7.5 eV

Geometry as ORCA input:
```
! RIJCOSX wB97M-V def2-TZVPD def2/J DEFGRID3
* xyz 0 1
C 1.6261 -1.0007 5.3895
H 2.3736 -0.2350 5.6315
O 0.3233 -0.4746 5.4659
C 0.0956 0.6426 4.6432
C -0.1160 0.2861 3.1680
H -0.9658 -0.3946 3.0824
H 0.7681 -0.2236 2.7808
C -0.3628 1.5453 2.3360
N -0.5643 1.2410 0.9343
C 0.5023 1.1509 0.0901
N 0.4479 0.9261 -1.1705
C -0.7841 0.7461 -1.7466
C -1.9509 0.7548 -0.9796
C -3.1868 0.5466 -1.5981
C -3.2656 0.3418 -2.9573
C -2.0760 0.3357 -3.7381
C -0.8567 0.5327 -3.1275
H 0.0666 0.5339 -3.6826
O -2.2586 0.1263 -5.0665
C -1.1274 0.1125 -5.9012
H -0.4361 -0.6918 -5.6288
H -1.5066 -0.0633 -6.9066
H -0.5969 1.0700 -5.8757
O -4.4157 0.1362 -3.6538
C -5.6265 0.1309 -2.9382
H -6.4039 -0.0485 -3.6792
H -5.6466 -0.6665 -2.1884
H -5.8067 1.0921 -2.4462
H -4.0562 0.5583 -0.9635
C -1.8666 0.9666 0.4563
N -2.9149 0.8964 1.1622
H -2.8108 1.0303 2.1600
S 2.1055 1.3476 0.7972
C 3.1644 0.8491 -0.5953
H 2.9090 1.4849 -1.4410
C 3.0151 -0.6282 -0.9539
C 3.0692 -1.5025 0.2669
C 4.2744 -1.7461 0.9132
C 4.3144 -2.5151 2.0622
C 3.1474 -3.0504 2.5810
C 1.9407 -2.8122 1.9450
C 1.9035 -2.0415 0.7960
H 0.9592 -1.8581 0.3014
H 1.0262 -3.2267 2.3446
H 3.1786 -3.6530 3.4769
H 5.2582 -2.6990 2.5544
H 5.1885 -1.3331 0.5102
H 2.0613 -0.7637 -1.4650
H 3.8222 -0.8879 -1.6437
H 4.1712 1.0739 -0.2431
H 0.4950 2.2188 2.4208
H -1.2424 2.0833 2.7038
H -0.8088 1.1122 5.0423
H 0.9294 1.3560 4.7300
H 1.8519 -1.4108 4.3999
H 1.6737 -1.7986 6.1280
*
```